1.
DFT (ωB97M-V/def2-TZVPD) results for a molecular structure, C40H44AuBN6P.

Geometry as XYZ:
```
93
Properties=species:S:1:pos:R:3:forces:R:3:lowdin_charge:R:1
Au 0.5973 0.5995 -0.1345 -0.43 -0.36 -0.09 1.1064
C 3.7149 -2.9806 1.0937 0.00 0.05 -0.02 -0.0431
C 3.4044 -2.3717 -0.2808 -0.04 0.01 0.06 -0.3516
C 2.0375 -2.7878 -0.7938 0.16 0.09 -0.04 -0.0720
C 3.6567 -0.8866 -0.2736 0.02 0.09 -0.04 -0.2500
C 4.9474 -0.3497 -0.3368 0.07 -0.13 0.01 -0.0017
C 4.7798 1.0105 -0.3425 0.02 0.07 -0.04 -0.0491
N 3.4712 1.2836 -0.2846 -0.16 -0.03 0.06 -0.0196
N 2.7610 0.1112 -0.2287 0.05 -0.17 0.07 0.0111
B 2.8715 2.7026 -0.4350 -0.04 -0.08 -0.12 -0.5261
N 2.0336 3.0600 0.8055 0.16 0.01 0.16 -0.0489
C 1.9806 4.2477 1.4163 -0.04 -0.01 -0.04 -0.0531
C 1.1021 4.1468 2.4745 0.00 0.00 0.08 0.0103
C 0.6523 2.8245 2.4574 -0.06 0.01 0.04 -0.2697
N 1.2284 2.1650 1.4404 0.18 0.28 -0.38 0.0513
C -0.2590 2.2024 3.4741 -0.10 -0.07 -0.06 -0.3445
C 0.4146 1.0001 4.1286 -0.01 0.02 0.08 -0.0491
C -1.6340 1.8352 2.9090 0.07 -0.02 0.07 -0.0417
N 1.9964 2.7457 -1.7129 0.20 -0.03 -0.03 -0.0396
C 1.9478 3.6834 -2.6684 -0.03 -0.04 0.06 -0.0507
C 1.1128 3.2326 -3.6699 -0.02 -0.04 -0.10 0.0085
C 0.6886 1.9651 -3.2527 -0.01 -0.04 0.00 -0.2644
N 1.2290 1.6848 -2.0623 0.08 0.40 0.05 0.0387
C -0.1529 0.9900 -4.0263 -0.08 -0.02 0.10 -0.3471
C 0.3342 -0.4444 -3.8245 0.05 0.06 -0.06 -0.0741
C -1.6466 1.1214 -3.7059 0.05 -0.06 0.02 -0.0424
H 3.5971 -4.0655 1.0649 -0.01 0.03 0.00 0.0871
H 3.0529 -2.5826 1.8652 0.05 -0.04 -0.03 0.0594
H 4.7379 -2.7549 1.3960 -0.02 -0.02 0.00 0.0835
H 4.1449 -2.7715 -0.9770 0.05 0.00 -0.03 0.1410
H 1.2528 -2.4255 -0.1393 0.10 -0.03 0.05 -0.0049
H 1.9612 -3.8757 -0.8222 -0.01 0.02 -0.01 0.0940
H 1.8450 -2.4003 -1.7973 -0.03 0.01 0.04 0.0873
H 5.8712 -0.9033 -0.3889 -0.06 0.04 0.00 0.1174
H 5.5020 1.8090 -0.4025 -0.07 -0.02 0.00 0.1301
H 3.7520 3.5101 -0.5525 -0.03 -0.07 0.05 0.1255
H 2.5793 5.0753 1.0670 -0.02 -0.08 0.03 0.1311
H 0.8466 4.9065 3.1951 0.02 -0.04 -0.03 0.1133
H -0.4079 2.9689 4.2365 -0.01 0.05 0.02 0.1366
H 0.6503 0.2487 3.3782 0.02 0.02 0.01 0.0463
H -0.2482 0.5470 4.8685 0.01 -0.02 -0.01 0.0859
H 1.3429 1.2874 4.6263 -0.03 0.00 -0.02 0.0908
H -1.5509 0.9974 2.2151 -0.02 0.04 0.12 0.0433
H -2.0919 2.6754 2.3818 0.02 -0.04 0.02 0.0852
H -2.2993 1.5311 3.7192 0.02 -0.01 0.00 0.0904
H 2.5273 4.5901 -2.5861 -0.01 -0.07 0.01 0.1295
H 0.8779 3.7220 -4.6022 0.03 -0.04 0.07 0.1126
H -0.0166 1.2509 -5.0775 0.02 0.03 -0.04 0.1393
H 0.1886 -0.7583 -2.7882 0.07 0.02 -0.06 0.0234
H 1.3975 -0.5395 -4.0530 -0.04 0.01 0.00 0.0900
H -0.2192 -1.1290 -4.4711 0.01 0.01 0.04 0.0849
H -1.8577 0.7457 -2.7015 0.00 0.04 -0.07 0.0537
H -2.2374 0.5400 -4.4171 0.01 0.01 0.02 0.0865
H -1.9793 2.1598 -3.7539 0.01 -0.03 0.00 0.0877
C -0.7745 -2.7672 4.4715 0.02 0.01 0.00 -0.0582
C 0.3861 -2.5410 3.7450 -0.02 0.02 -0.04 -0.0643
C 0.3053 -2.0170 2.4629 0.00 -0.04 0.03 -0.1387
C -0.9321 -1.7362 1.8910 0.04 -0.14 -0.09 -0.3682
C -2.0941 -1.9577 2.6266 -0.01 -0.01 0.00 -0.0649
C -2.0109 -2.4645 3.9158 -0.03 0.00 -0.01 -0.0541
P -0.9791 -1.2320 0.1453 0.11 0.46 0.55 1.0700
C -1.1435 -2.7867 -0.7637 0.15 0.11 -0.21 -0.3579
C -0.8882 -4.0145 -0.1609 -0.14 -0.11 -0.03 -0.0828
C -1.0752 -5.1859 -0.8829 0.02 0.04 0.08 -0.0570
C -1.4962 -5.1332 -2.2034 0.00 0.02 -0.03 -0.0560
C -1.7230 -3.9059 -2.8156 0.02 -0.03 0.00 -0.0531
C -1.5426 -2.7345 -2.1004 -0.10 0.00 0.06 -0.0944
C -2.5286 -0.3707 -0.1267 0.06 -0.23 -0.06 -0.3266
C -3.7524 -0.9780 -0.2166 -0.21 -0.05 0.03 -0.0614
C -4.9143 -0.1936 -0.3787 0.08 -0.09 0.01 -0.0419
C -4.8134 1.1659 -0.4759 0.06 0.10 -0.01 0.0028
C -3.5547 1.8147 -0.4197 -0.09 0.01 0.03 -0.1537
C -3.4119 3.2165 -0.5682 -0.05 0.01 0.00 -0.0143
C -2.1758 3.7891 -0.5415 0.06 -0.02 0.01 -0.0370
C -1.0109 2.9976 -0.3705 -0.10 0.27 -0.05 -0.0819
C -1.1376 1.6562 -0.2350 0.12 -0.49 -0.09 -0.2417
C -2.3985 1.0215 -0.2402 -0.09 0.32 -0.11 -0.2476
H -0.7154 -3.1700 5.4752 -0.01 0.01 -0.04 0.1136
H 1.3541 -2.7555 4.1799 -0.01 0.00 -0.01 0.1159
H 1.2116 -1.8123 1.9073 -0.02 0.02 0.03 0.0684
H -3.0633 -1.7288 2.2029 0.01 -0.01 0.01 0.1021
H -2.9177 -2.6315 4.4842 0.04 0.02 -0.02 0.1132
H -0.5549 -4.0645 0.8679 -0.03 0.00 -0.01 0.1105
H -0.8928 -6.1410 -0.4073 -0.01 0.02 -0.01 0.1135
H -1.6498 -6.0503 -2.7576 0.02 0.02 0.00 0.1129
H -2.0410 -3.8632 -3.8493 -0.01 0.00 0.02 0.1136
H -1.7291 -1.7788 -2.5748 -0.06 -0.05 0.02 0.0894
H -3.8355 -2.0576 -0.1625 0.00 0.02 -0.02 0.1205
H -5.8821 -0.6748 -0.4295 0.03 0.00 -0.03 0.1140
H -5.7007 1.7712 -0.6213 0.02 -0.02 0.02 0.1240
H -4.2989 3.8214 -0.7134 0.02 -0.01 0.02 0.1219
H -2.0633 4.8592 -0.6576 0.00 -0.01 0.00 0.1164
H -0.0437 3.4829 -0.3523 -0.07 0.02 -0.05 0.0945
```
Forces are in eV/Å.

Maximum force = 0.01409 hartree/bohr
E_LUMO = -3.823 eV
HOMO level = -11.1 eV
Net charge = +1
Energy above the lowest of the compared OMol25 structures with the same formula, charge and spin = 18.95 kcal per mole
Electronic energy = -2380.977066 hartree
Gap between HOMO and LUMO = 7.251 eV

2.
DFT (ωB97M-V/def2-TZVPD) results for a molecular structure, C40H44BeIN2O2P2.

Geometry as XYZ:
```
92
Properties=species:S:1:pos:R:3:forces:R:3:lowdin_charge:R:1
Be -0.2045 0.6365 -0.3391 -0.47 -0.28 -0.08 -0.0747
C 2.4275 -2.0317 0.1237 0.05 0.04 -0.07 -0.1396
C 3.2030 -0.7992 -0.3514 -0.20 -0.06 0.10 -0.5161
C 4.3690 -0.5254 0.5973 0.01 -0.02 -0.07 -0.1187
P 2.0368 0.6382 -0.5579 0.44 0.21 -0.10 1.1620
C 2.8524 1.7373 -1.8145 -0.03 0.09 0.11 -0.5228
C 2.1530 3.1001 -1.8442 0.01 -0.06 -0.03 -0.1144
C 4.3723 1.8891 -1.8033 -0.04 -0.02 -0.01 -0.1216
C 2.0102 1.4668 1.0592 -0.09 -0.15 0.13 -0.2903
C 2.8703 2.4661 1.4990 -0.03 0.02 -0.04 -0.0998
C 2.6183 3.1632 2.6694 -0.02 0.02 0.02 -0.1046
C 1.4516 2.8840 3.3711 0.02 0.01 0.00 -0.0927
C 0.5903 1.8833 2.9586 -0.02 -0.05 -0.12 -0.0420
C 0.8755 1.0958 1.8292 0.08 -0.03 0.08 -0.2880
N 0.0706 0.0741 1.2999 -0.16 0.04 0.06 0.0026
C -0.6868 -0.7657 2.0954 0.21 0.08 -0.07 -0.2391
C -0.5812 -0.7613 3.5101 -0.05 -0.04 -0.06 -0.0497
C -1.4525 -1.4560 4.3242 0.02 0.04 -0.02 -0.1053
C -2.4649 -2.2303 3.7763 -0.06 -0.06 0.03 -0.1161
C -2.4590 -2.4057 2.4039 0.10 0.05 0.04 -0.1484
C -1.5558 -1.7681 1.5487 0.09 0.07 -0.10 -0.2845
P -1.2293 -2.5452 -0.0911 -0.24 -0.21 0.15 1.1483
C -1.3334 -4.4098 0.3097 -0.04 0.18 -0.02 -0.5431
C -2.6541 -5.1772 0.3846 0.02 0.01 0.05 -0.1216
C -0.4397 -4.7292 1.5127 0.01 0.07 -0.07 -0.1295
C -2.8087 -2.2878 -1.1279 0.27 0.34 -0.11 -0.2922
C -3.9623 0.0294 -0.5506 0.09 -0.11 0.02 -0.0206
C -1.4883 -2.7834 -3.2258 -0.01 -0.05 -0.02 -0.0337
H 3.0912 -2.9005 0.1721 0.02 0.02 0.00 0.0752
H 1.5882 -2.2625 -0.5323 0.01 0.00 0.04 0.0335
H 2.0156 -1.8603 1.1212 -0.02 -0.01 -0.02 0.0695
H 3.5840 -0.9937 -1.3598 0.01 0.01 -0.03 0.1033
H 3.9965 -0.3241 1.6026 0.00 -0.01 0.00 0.0766
H 4.9813 0.3224 0.2923 -0.01 0.02 0.02 0.0532
H 5.0115 -1.4095 0.6456 0.01 0.02 0.00 0.0759
H 2.5846 1.2200 -2.7430 -0.02 -0.04 -0.01 0.1063
H 2.3725 3.6739 -0.9417 -0.01 0.01 -0.02 0.0713
H 1.0711 2.9909 -1.9072 0.00 0.02 0.01 0.0525
H 2.4930 3.6754 -2.7098 0.03 -0.02 0.02 0.0766
H 4.7244 2.4264 -0.9216 0.01 -0.02 -0.01 0.0599
H 4.6776 2.4669 -2.6803 0.01 0.00 0.02 0.0752
H 4.8832 0.9266 -1.8475 0.01 0.02 0.01 0.0592
H 3.7424 2.7221 0.9113 0.00 -0.03 -0.01 0.0867
H 3.2992 3.9325 3.0113 -0.01 0.00 -0.02 0.0917
H 1.2005 3.4678 4.2499 -0.01 -0.02 -0.01 0.0984
H -0.3423 1.7385 3.4820 0.00 -0.03 0.04 0.1092
H 0.2160 -0.2016 3.9711 -0.01 0.05 0.03 0.0904
H -1.3407 -1.3869 5.4005 0.03 0.01 -0.01 0.0960
H -3.1857 -2.7420 4.4018 0.01 0.00 -0.02 0.0905
H -3.1528 -3.1164 1.9742 0.03 0.07 0.05 0.0772
H -0.8045 -4.7945 -0.5707 -0.03 -0.03 -0.07 0.0843
H -3.2970 -4.8306 1.1962 0.03 -0.09 -0.06 0.0586
H -2.4484 -6.2376 0.5660 -0.03 0.00 0.00 0.0721
H -3.2213 -5.1161 -0.5455 -0.02 -0.02 0.04 0.0591
H -0.9719 -4.5743 2.4517 0.00 0.03 0.02 0.0676
H 0.4462 -4.0870 1.5304 -0.02 -0.03 0.00 0.0597
H -0.1039 -5.7704 1.4785 -0.03 0.02 0.01 0.0702
H -3.1938 -3.2958 -1.2792 0.02 -0.01 -0.11 0.0857
H -3.1400 0.4586 0.0176 0.07 0.00 -0.01 0.0691
H -4.8975 0.4082 -0.1338 0.00 0.02 0.00 0.0861
H -3.8872 0.3841 -1.5778 -0.02 0.00 -0.02 0.0855
H -0.5748 -2.9295 -2.6466 0.00 0.00 0.00 0.0629
H -1.2138 -2.4297 -4.2203 0.00 0.01 0.02 0.0881
H -2.0019 -3.7442 -3.3210 -0.01 0.03 -0.01 0.0912
I -7.5293 -2.9042 -2.7280 0.13 0.04 0.00 0.7765
C -5.6204 -2.1039 -2.2398 -0.20 -0.12 -0.01 -0.6945
C -4.8530 -1.6570 -3.4014 0.02 -0.02 0.00 -0.1623
C -3.5327 -1.4860 -3.4945 -0.04 -0.04 0.05 -0.0325
C -2.4102 -1.7544 -2.5313 0.01 0.12 0.19 -0.3927
C -3.9704 -1.5047 -0.4510 -0.08 -0.12 -0.20 -0.3165
C -5.2857 -2.0593 -0.9566 0.09 0.06 0.08 -0.1526
C -1.5519 -0.4522 -2.4381 0.12 -0.16 -0.03 -0.5661
O -1.3489 0.2359 -3.4240 -0.03 -0.02 0.04 0.0679
O -1.0443 -0.2951 -1.2711 -0.06 0.06 0.13 -0.1366
H -5.4425 -1.4239 -4.2806 0.00 0.01 0.00 0.0729
H -3.1667 -1.0922 -4.4371 0.00 0.02 0.01 0.1187
H -3.9400 -1.7254 0.6119 -0.02 -0.07 0.04 0.0939
H -5.9747 -2.4517 -0.2165 -0.02 0.04 -0.02 0.0896
N -4.3043 9.4336 0.7931 0.02 -0.04 0.00 0.1311
C -3.7991 8.4111 0.6382 -0.01 0.01 -0.01 -0.2006
C -3.1673 7.1358 0.4432 0.02 -0.06 -0.02 -0.2511
C -2.0704 6.7712 1.2243 -0.01 0.09 0.03 -0.0371
C -1.4610 5.5465 1.0379 0.01 0.00 0.01 -0.0217
C -1.9307 4.6528 0.0671 -0.04 -0.05 -0.05 -0.2399
C -3.0316 5.0322 -0.7146 0.02 0.01 0.03 -0.0203
C -3.6438 6.2555 -0.5296 -0.02 0.04 0.00 -0.0353
C -1.3138 3.3801 -0.1215 0.03 0.08 -0.03 -0.0805
C -0.7962 2.2910 -0.2841 0.03 0.04 0.03 0.0587
H -1.7059 7.4607 1.9752 0.02 -0.03 0.00 0.1137
H -0.6104 5.2588 1.6416 0.00 -0.01 0.00 0.1125
H -3.3930 4.3440 -1.4666 -0.01 0.00 0.00 0.1186
H -4.4943 6.5411 -1.1348 0.00 -0.01 0.00 0.1142
```
Forces are in eV/Å.

Maximum force = 0.01076 hartree/bohr
E_LUMO = 2.145 eV
HOMO level = -4.5 eV
Net charge = -1
Electronic energy = -2805.901388 hartree
Gap between HOMO and LUMO = 6.679 eV